[1]
An isolated ion of composition C9H17N2 and charge +1, computed with ωB97M-V/def2-TZVPD.

```
28
Properties=species:S:1:pos:R:3:forces:R:3:mulliken_spin:R:1
N 0.66508 0.72044 -0.26923 0.56 -1.36 -1.14 0.47
N -0.72616 0.64323 0.14934 1.74 1.81 0.83 0.26
C -1.51683 -0.51979 0.14504 -2.53 -1.29 -2.52 -0.02
C 0.02195 2.78837 0.17448 -0.16 1.76 0.39 0.15
C -2.34278 -0.57745 1.42610 1.02 -3.15 0.62 0.03
C -1.05692 1.94807 0.41474 -2.59 -2.00 0.28 0.55
C 2.21084 -0.57288 1.01141 -1.96 -0.17 -0.98 0.07
C -2.57918 -0.30566 -0.95828 -0.84 -0.57 0.76 0.04
C 1.06659 1.99880 -0.18584 2.58 0.98 -0.59 0.40
C 2.64924 -0.26863 -1.37658 -2.17 1.89 -0.35 0.03
C 1.52909 -0.47072 -0.36556 0.10 -0.01 0.93 -0.02
H -3.23954 0.54359 -0.59962 0.30 -1.36 -0.81 0.00
H -3.31686 -1.10855 1.55280 0.41 0.87 -1.36 0.00
H 2.09541 2.31440 -0.35291 -0.50 -0.33 -0.06 0.05
H -0.92517 -1.42180 -0.18203 -0.51 0.99 1.02 -0.01
H 1.49014 -0.81885 1.72935 -1.02 -0.57 1.31 0.00
H -2.04919 2.12468 0.75312 -0.30 0.58 0.13 0.04
H -0.05396 3.87762 0.31168 0.44 -0.72 -0.19 -0.01
H 2.18283 -0.15269 -2.35397 0.38 0.40 -0.19 0.00
H 3.39705 -0.99179 -1.46090 0.80 -1.54 0.39 0.00
H -1.76195 -1.24922 2.03855 0.52 0.46 1.22 0.00
H 3.11151 0.63878 -0.99924 0.46 0.20 -0.73 0.00
H 0.85660 -1.33073 -0.57312 0.74 0.54 0.13 0.00
H -2.34316 0.41106 1.74480 -0.49 1.35 1.38 0.00
H -2.17250 -0.10844 -1.89770 1.04 1.08 -1.54 0.00
H 2.87037 -1.35118 0.89092 1.81 -1.77 0.25 0.00
H 2.67024 0.30967 1.34298 0.85 1.31 -0.01 0.00
H -3.03749 -1.28270 -1.19830 -0.68 0.61 0.83 0.00
```
Forces are in eV/Å.

Properties
Energy, hartree: -462.17653
LUMO (alpha / beta), hartree: -0.0830 / -0.2800
Total charge: +1
Gap between HOMO and LUMO (alpha / beta), eV: 7.65 / 6.15
Max |F|, hartree/bohr: 0.0739
E_HOMO (alpha / beta), eV: -9.904 / -13.771
2S+1: 3

=====

[2]
C13H18Cl2ErN2O as an isolated structure, computed with ωB97M-V/def2-TZVPD.

```
37
Properties=species:S:1:pos:R:3:forces:R:3:mulliken_spin:R:1
Er 2.09163 -0.35186 -0.65748 0.92 -0.61 1.13 3.08
Cl 2.53365 1.81124 0.47636 -0.16 1.03 0.24 -0.01
Cl 1.13701 -2.62361 -0.56200 -1.08 -1.12 -0.20 0.00
O 1.10628 1.84120 5.27225 -0.66 -0.97 0.26 0.00
N 0.20397 -0.43094 1.84642 -0.47 0.18 0.45 0.00
N -0.06067 0.41075 6.61576 0.15 -0.01 0.18 0.00
C -1.13656 -0.86979 4.28005 0.37 0.05 -0.25 0.00
C -1.08032 1.51388 -1.80665 -1.08 0.91 0.72 0.00
C -0.85019 -1.25998 1.92110 0.17 -0.04 0.55 0.00
C -2.48112 -0.15068 -3.19563 0.04 -0.37 0.13 0.00
C 0.08249 -0.27694 -3.04821 -0.37 -0.36 -0.03 0.00
C -0.05978 0.03012 4.21540 -0.09 -0.07 -0.71 0.00
C -1.16559 -0.39596 -3.94338 0.03 0.35 -0.03 0.00
C -1.53528 -1.53517 3.12199 0.36 0.34 -0.39 0.00
C 0.56562 0.22497 2.96119 -0.22 -0.25 0.19 0.00
C 0.41111 0.83893 5.39531 0.26 0.58 -0.37 0.00
C 0.04740 0.99674 -2.22424 1.81 -0.47 -0.88 0.00
C -2.43783 0.97042 -2.14096 -0.40 -0.10 -0.19 0.00
C 3.97449 -1.21494 -0.13047 0.26 0.35 -0.61 -0.07
H -0.35330 -0.54763 6.73724 0.13 0.23 -0.08 0.00
H -1.06318 0.36243 -4.72844 -0.03 -0.14 -0.06 0.00
H -1.66466 -1.03586 5.22024 0.07 0.01 -0.29 0.00
H 4.82203 -0.60839 0.25053 -0.16 -0.37 -0.14 0.00
H -1.21640 -1.38449 -4.41638 0.15 0.24 0.00 0.00
H -3.05843 1.81764 -2.47551 0.16 -0.16 0.15 0.00
H 0.97755 -0.30666 -3.68908 -0.15 -0.01 0.23 0.00
H -1.12130 2.42251 -1.19518 0.37 -0.28 -0.21 0.00
H -3.27852 0.07169 -3.91871 0.18 -0.18 0.14 0.00
H 4.26191 -2.25884 -0.37059 0.02 0.37 0.30 0.00
H 0.32504 0.86734 7.43066 -0.01 -0.04 -0.22 0.00
H -2.94186 0.56484 -1.25201 0.22 0.38 0.07 0.00
H -2.35588 -2.25444 3.12782 0.21 0.29 0.00 0.00
H 0.11772 -1.16475 -2.37951 0.06 0.33 -0.34 0.00
H 1.38078 0.94315 2.84743 -0.16 -0.25 0.09 0.00
H 1.04311 1.48821 -2.06276 -1.17 -0.01 0.11 0.00
H -1.14276 -1.73678 0.98383 0.18 0.01 0.27 0.00
H -2.76634 -1.07915 -2.68056 0.07 0.13 -0.20 0.00
```
Forces are in eV/Å.

Properties
Energy, hartree: -2626.41101
LUMO (alpha / beta), hartree: 0.0915 / 0.0916
Total charge: -1
Gap between HOMO and LUMO (alpha / beta), eV: 3.99 / 4.10
Max |F|, hartree/bohr: 0.0401
E_HOMO (alpha / beta), eV: -1.502 / -1.609
2S+1: 4

=====

[3]
One molecule with the formula C22H26BrN3O3, computed with ωB97M-V/def2-TZVPD.

```
55
Properties=species:S:1:pos:R:3:forces:R:3:lowdin_charge:R:1
Br -1.10617 -3.62479 1.19644 0.13 0.10 0.02 0.73
O -1.61908 1.46726 0.59349 0.25 0.15 0.09 -0.03
O 4.23957 0.30100 2.94086 -0.12 0.06 0.08 0.08
O -4.93957 4.88257 -2.13794 -0.16 0.03 -0.08 -0.13
N -3.62841 2.51993 -1.27331 -0.01 -0.07 -0.07 -0.17
N 4.53885 -0.11960 -0.57716 0.48 -0.34 -0.71 0.10
N 4.64367 0.17487 0.75282 0.37 0.63 0.22 0.06
C -0.44865 1.04549 0.05959 0.35 0.01 -0.06 -0.27
C 1.52433 -0.64258 2.32798 0.26 -0.07 -0.07 -0.01
C 1.65126 -2.99179 0.85351 -0.10 -0.12 0.05 -0.12
C -2.82056 0.79629 0.28488 -0.37 -0.19 -0.37 -0.17
C 3.89446 -0.11805 1.85197 -0.11 -0.11 0.13 -0.44
C 3.15363 0.62599 -3.63105 0.00 -0.18 0.02 -0.08
C 2.70376 -0.99694 1.68092 -0.14 -0.33 0.27 -0.15
C 1.92262 1.46908 -0.07178 -0.06 -0.02 -0.25 -0.02
C 0.99491 -0.46539 -1.12885 0.32 0.18 0.04 -0.02
C 3.45981 -0.09856 -1.25388 0.06 -0.15 0.07 -0.27
C 0.39626 -1.42802 2.20271 -0.06 -0.16 0.00 -0.12
C -0.26859 -0.10862 -0.69868 -0.40 0.15 0.04 -0.01
C 0.66582 1.84113 0.34423 -0.27 0.03 -0.03 0.01
C -3.47881 3.00812 -2.63257 -0.03 0.35 0.00 -0.17
C -3.32377 1.11039 -1.12991 0.19 0.08 0.36 -0.17
C -3.67232 4.52504 -2.63435 0.27 -0.25 -0.24 -0.20
C 0.46887 -2.58590 1.44760 -0.09 -0.13 0.02 -0.69
C 2.77286 -2.19201 0.97323 0.04 0.12 0.19 -0.03
C 2.11305 0.29516 -0.80375 -0.33 0.21 0.11 -0.20
C -5.10868 4.39111 -0.82965 -0.14 -0.25 0.27 -0.20
C 3.61347 -0.49191 -2.69739 0.01 0.19 -0.12 -0.19
C -4.94801 2.87183 -0.78000 0.01 0.33 -0.01 -0.17
H -5.74060 2.40161 -1.39118 0.03 0.00 0.07 0.13
H -4.36605 4.84943 -0.15972 -0.08 -0.03 -0.01 0.13
H 1.69266 -3.91596 0.29737 -0.01 -0.06 -0.03 0.10
H 1.10965 -1.37448 -1.70040 0.00 -0.08 -0.06 0.12
H -3.61665 4.92038 -3.65004 0.07 -0.03 0.06 0.13
H 3.69951 -2.49809 0.51075 0.09 0.00 -0.07 0.12
H 3.27809 0.32207 -4.66727 -0.01 0.03 -0.11 0.07
H 4.66302 -0.72568 -2.87605 -0.07 -0.09 0.07 0.11
H 2.76947 2.09812 0.16009 0.08 0.04 0.07 0.13
H -4.19508 0.46782 -1.34466 0.06 -0.01 -0.04 0.13
H -4.21678 2.54847 -3.31475 0.06 0.01 -0.01 0.13
H -3.53223 1.16254 1.02759 0.04 -0.11 -0.06 0.12
H -2.88598 4.98367 -2.01636 -0.03 -0.03 -0.08 0.13
H -2.71468 -0.28853 0.41125 0.01 0.07 0.06 0.12
H -2.47312 2.77354 -2.98839 -0.03 -0.01 -0.03 0.13
H 2.10584 0.86329 -3.46095 -0.07 0.07 -0.05 0.07
H -2.53458 0.86349 -1.84388 -0.08 -0.06 0.00 0.11
H 0.51365 2.74561 0.91096 -0.02 0.13 0.08 0.12
H -5.05470 2.53322 0.25122 -0.07 0.00 0.02 0.12
H 3.74233 1.52406 -3.46129 0.04 0.12 -0.01 0.08
H 3.02297 -1.39038 -2.89036 0.02 -0.09 -0.01 0.11
H 5.54706 0.58587 0.96750 -0.28 -0.19 0.05 0.16
H -0.52788 -1.14359 2.68189 -0.08 0.02 0.01 0.11
H -6.11278 4.68431 -0.51868 0.08 -0.03 0.05 0.13
H 1.49796 0.26185 2.91502 0.00 0.09 0.06 0.13
H -1.09938 -0.74900 -0.95092 -0.10 -0.05 0.01 0.11
```
Forces are in eV/Å.

Properties
SMILES: CC/C(=N/NC(=O)c1ccc(Br)cc1)c1ccc(OCCN2CCOCC2)cc1
Energy, hartree: -3817.88828
LUMO, hartree: 0.0153
Gap between HOMO and LUMO, eV: 8.83
Max |F|, hartree/bohr: 0.0180
E_HOMO, eV: -8.411